Molecular formula: C2H6NO2P
Method: DFT, ωB97M-V with the def2-TZVPD basis set

XYZ file:
```
12
Properties=species:S:1:pos:R:3:forces:R:3:mulliken_charge:R:1
H 0.500 -1.500 1.271 -0.0570 -0.1648 -0.0242 0.3573
O 0.257 2.060 0.379 0.0968 0.4167 -0.0923 -0.6505
N -1.668 0.421 0.897 -1.7603 -0.4574 0.5022 0.0293
P -0.078 0.640 0.229 1.5037 -1.4239 -2.5919 0.8841
H 0.643 0.568 -2.199 0.1029 0.0548 -0.0385 0.3051
C 0.898 -0.491 1.285 -0.4955 0.4954 -0.4383 -1.0098
H -1.036 -0.022 -2.030 -0.0821 -0.0397 -0.1066 0.3344
H 0.880 -0.093 2.295 -0.0176 0.0221 0.1008 0.3289
O -2.625 0.100 0.232 0.9442 0.1942 0.0847 -0.2866
C -0.022 -0.086 -1.650 -0.3328 1.0597 2.6776 -0.9532
H 1.921 -0.488 0.916 0.0479 0.0008 -0.0494 0.3293
H 0.329 -1.109 -1.625 0.0498 -0.1578 -0.0241 0.3318
```
Positions in Å, forces in eV/Å.

HOMO energy (spin up / spin down), eV: -9.35 / -9.28
2S+1: 1
SMILES string: CP(C)(=O)N=O
Largest force on an atom, eV Å⁻¹: 3.318
Kohn-Sham gap (spin up / spin down), eV: 8.436 / 8.380
Electronic energy, hartree: -626.327572
Net charge: 0